1.
The following is a quantum chemistry calculation of a structure of composition C17H17N5O7OsS3, from the Open Molecules 2025 dataset.

The geometry in ORCA input format:
```
! wB97M-V def2-TZVPD RIJCOSX def2/J DEFGRID3
* xyz 0 1
Os -1.1253 0.6299 1.5102
C 4.8368 0.1981 -0.8418
C 4.5162 0.4170 0.6289
N 3.3989 -0.3980 1.0950
C 2.0906 -0.1883 0.8546
S 1.6539 1.4594 0.3145
N 1.2902 -1.1801 1.0206
N -0.0773 -1.0217 1.1400
C -0.6940 -2.1880 1.1260
C 0.0187 -3.4763 0.8872
C -2.0899 -2.0843 1.4008
C -3.0186 -3.1299 1.4239
C -4.3347 -2.8584 1.7049
C -4.7137 -1.5380 1.9604
C -3.7647 -0.5491 1.9327
N -2.4661 -0.8098 1.6689
H 5.6939 0.8044 -1.1368
H 3.9894 0.4834 -1.4671
H 5.0736 -0.8486 -1.0380
H 4.3006 1.4648 0.8285
H 5.3693 0.1532 1.2528
H 3.6032 -1.3155 1.4623
H 0.6517 -3.4113 0.0050
H -0.6889 -4.2905 0.7529
H 0.6710 -3.7138 1.7296
H -2.6946 -4.1386 1.2153
H -5.0678 -3.6531 1.7228
H -5.7405 -1.2798 2.1759
H -4.0052 0.4888 2.1091
O -0.2589 4.6520 -2.0185
S -1.2935 3.7439 -2.4112
O -2.2156 4.1334 -3.4347
N -2.1111 3.2227 -1.0715
C -1.9072 1.9688 -0.8679
O -2.4206 1.3192 0.1426
C -1.0480 1.2625 -1.8754
C -0.6961 -0.0742 -1.9593
C 0.1507 -0.4664 -2.9896
C 0.6247 0.4573 -3.9187
C 0.2495 1.7943 -3.8462
C -0.5890 2.1611 -2.8146
H -1.0711 -0.7903 -1.2409
H 0.4417 -1.5057 -3.0781
H 1.2834 0.1271 -4.7114
H 0.5989 2.5190 -4.5695
O 0.3316 0.9326 3.1421
S 0.6570 2.3311 2.7414
O 1.0587 3.2179 3.7631
O -0.4246 2.7304 1.8150
O 1.9628 2.2374 1.7641
*
```

Summary:
E_HOMO (spin up / spin down) = -8.01 / -8.01 eV

2.
The following is a quantum chemistry calculation of a structure of composition C20H15BrClIrNO5 in a non-equilibrium geometry, from the Open Molecules 2025 dataset.

The geometry in ORCA input format:
```
! wB97M-V def2-TZVPD RIJCOSX def2/J DEFGRID3
* xyz 1 5
Ir 0.6503 1.7793 -0.2907
O -0.7522 2.8244 -1.6640
C -2.0680 3.0802 -1.1832
C -2.3430 2.4247 0.1419
C -3.6243 2.3678 0.6667
C -3.8143 1.8170 1.9214
C -2.7205 1.3145 2.6172
C -1.4795 1.3701 2.0207
N -1.3058 1.9215 0.8138
H -0.8212 2.0059 -2.3215
H -2.8004 2.7476 -1.9200
H -2.1757 4.1610 -1.0671
H -4.4577 2.7394 0.0855
H -4.8050 1.7838 2.3538
H -2.8288 0.8882 3.6034
H -0.5941 0.9856 2.5087
Br -2.7666 -2.3674 -6.5848
C -1.8752 -2.4131 -4.9117
C -1.5723 -3.6420 -4.3427
C -0.9251 -3.6843 -3.1175
C -0.5881 -2.5104 -2.4634
C -0.9089 -1.2888 -3.0442
C -1.5480 -1.2288 -4.2789
C -0.5950 0.0042 -2.3502
O -0.9219 1.0845 -2.8869
O -0.0069 -0.0817 -1.2135
H -1.8399 -4.5512 -4.8624
H -0.6876 -4.6414 -2.6730
H -0.0813 -2.5252 -1.5089
H -1.7770 -0.2694 -4.7172
Cl 5.6151 -2.3227 5.2793
C 4.7137 -1.4136 4.1351
C 4.1514 -2.0558 3.0373
C 3.4411 -1.3194 2.1099
C 3.2582 0.0483 2.3036
C 3.8191 0.6848 3.4084
C 4.5609 -0.0429 4.3172
C 2.4252 0.8014 1.3538
O 1.5612 1.6410 1.7702
O 2.4831 0.6056 0.1037
H 4.2879 -3.1206 2.9117
H 3.0126 -1.7956 1.2376
H 3.6816 1.7505 3.5361
H 5.0230 0.4431 5.1647
*
```

Summary:
E_HOMO (spin up / spin down) = -11.58 / -11.58 eV

| no. | DFT total energy (eV) | M (g mol⁻¹) |
| --- | --- | --- |
| 1 | -74658.623 | 689.78 |
| 2 | -118105.909 | 656.92 |